Computed, not measured: 2 unconnected molecules or ions with the total composition C5H11NO, with wB97M-V/def2-TZVPD.

## Properties
- DFT total energy (a.u.) = -327.04745
- highest occupied orbital energy (eV) = -8.963
- Kohn-Sham gap (eV) = 9.98
- energy relative to the best compared isomer or geometry (same formula, charge and spin) (kcal/mol) = 52.64
- SMILES string = C=CN1C[C@@H]1C.O
- max |F| (eV/A) = 0.3

The geometry in ORCA input format:
```
! RIJCOSX wB97M-V def2-TZVPD def2/J DEFGRID3
* xyz 0 1
H -1.501 0.752 -0.408
C -0.707 0.158 -0.865
H 0.850 0.184 -2.349
O 2.470 0.643 0.587
C 0.136 0.873 -1.887
H 2.225 0.569 1.518
H -0.504 -1.733 1.840
H 0.706 1.678 -1.412
H -0.252 1.345 1.751
C -0.966 -1.307 -0.913
C -0.420 0.357 2.173
C -0.364 -0.739 1.417
N -0.031 -0.747 0.048
H -0.493 1.298 -2.677
H 1.911 -0.033 0.172
H -0.619 0.285 3.237
H -1.922 -1.667 -0.532
H -0.521 -1.913 -1.699
*
```



Computed, not measured: a molecular structure, C26H21F3NO8S5 in a non-equilibrium geometry, with wB97M-V/def2-TZVPD.

## Properties
- DFT total energy (a.u.) = -3950.53109
- highest occupied orbital energy (eV) = -4.313
- Kohn-Sham gap (eV) = 6.22
- energy relative to the best compared isomer or geometry (same formula, charge and spin) (kcal/mol) = 1.12
- max |F| (eV/A) = 1.8

The geometry in ORCA input format:
```
! RIJCOSX wB97M-V def2-TZVPD def2/J DEFGRID3
* xyz -1 1
O -3.726 3.972 1.486
C 1.558 3.673 4.640
C 1.720 -4.125 -1.874
S 1.751 -2.611 -2.914
C 3.982 -1.171 -1.346
C 0.795 2.512 4.776
H 3.360 -0.969 0.698
H 6.995 -3.176 -0.051
C -3.404 1.482 -1.444
H 6.751 -2.731 -2.497
F 2.085 -3.874 -0.592
C -3.861 2.130 -0.303
H -0.511 1.109 3.761
S -3.167 3.722 0.177
H 0.959 4.335 1.346
S 2.723 -0.079 -1.940
C -5.386 0.342 0.160
O -0.311 0.747 -2.353
O -3.348 4.668 -0.905
H -6.177 -0.074 0.779
C 4.097 -1.398 0.024
C 4.922 -1.652 -2.257
C -2.446 -2.833 0.709
C -0.993 -1.105 -0.062
H -1.607 -1.268 1.983
H -3.587 -0.267 -2.667
H 5.278 -2.333 1.555
S -0.838 2.120 1.103
H -0.361 -0.245 0.087
H 4.804 -1.410 -3.310
C -1.133 -1.568 -1.356
H -0.849 4.321 0.159
H -3.121 -4.247 -0.803
N 1.329 -1.206 -2.050
C -1.678 -1.701 0.985
C -1.487 3.420 0.248
H 2.140 4.039 5.478
O 3.051 0.275 -3.297
H -3.015 -3.294 1.514
C 0.093 2.741 2.491
O -1.887 1.280 1.653
C 6.145 -2.602 -0.412
H -2.663 1.968 -2.071
C -2.539 -3.346 -0.590
C 6.010 -2.372 -1.783
H -1.970 -3.017 -2.679
C 1.604 4.354 3.423
C 0.898 3.866 2.325
C -4.896 1.607 0.459
C 5.183 -2.136 0.487
F 2.632 -4.979 -2.421
H -5.235 -1.361 -1.152
C 0.071 2.027 3.690
O -0.591 -1.174 -3.905
H 0.764 1.976 5.721
S -0.262 -0.661 -2.605
C -1.899 -2.694 -1.645
C -3.921 0.231 -1.759
O 2.439 0.878 -0.923
H -5.289 2.189 1.287
F 0.514 -4.741 -1.855
O 0.179 1.542 0.243
C -4.871 -0.360 -0.930
H 2.195 5.258 3.305
*
```



Computed, not measured: a single C3H5N3OS molecule, with wB97M-V/def2-TZVPD.

## Properties
- DFT total energy (a.u.) = -755.01209
- highest occupied orbital energy (eV) = -8.095
- Kohn-Sham gap (eV) = 7.69
- energy relative to the best compared isomer or geometry (same formula, charge and spin) (kcal/mol) = 16.92
- max |F| (eV/A) = 1.0

The geometry in ORCA input format:
```
! RIJCOSX wB97M-V def2-TZVPD def2/J DEFGRID3
* xyz 0 1
H 0.900 2.586 0.375
C -1.659 0.033 -0.438
H 2.334 1.499 0.483
H -2.534 0.421 -0.948
N -1.807 -1.180 0.065
O 0.697 -1.728 0.416
N -0.642 0.855 -0.354
H -2.681 -1.657 -0.091
C 1.392 -0.754 0.044
C 0.615 0.610 0.019
N 1.325 1.651 0.398
H -0.945 -1.647 0.401
S 3.005 -0.688 -0.372
*
```



Computed, not measured: 10 unconnected molecules or ions with the total composition C37H67NO25 in a non-equilibrium geometry, with wB97M-V/def2-TZVPD.

## Properties
- DFT total energy (a.u.) = -3385.77842
- highest occupied orbital energy (eV) = -10.082
- Kohn-Sham gap (eV) = 10.29
- SMILES string = C[N+](=O)[O-].CCOC(=O)OC.CCOC(=O)OC.CCOC(=O)OC.CCOC(=O)OC.CCOC(=O)OC.O=C1CCCO1.O=C1CCCO1.O=C1CCCO1.O=C1CCCO1
- max |F| (eV/A) = 3.6

The geometry in ORCA input format:
```
! RIJCOSX wB97M-V def2-TZVPD def2/J DEFGRID3
* xyz 0 1
O 11.120 18.507 16.966
C 9.859 20.045 12.602
O 7.886 13.290 20.403
H 14.492 10.519 10.869
O 8.533 16.046 12.182
C 13.020 12.279 16.155
C 11.085 9.138 12.883
H 9.975 8.458 15.936
C 10.368 15.393 15.003
O 9.854 11.912 14.411
H 8.801 20.015 12.381
H 7.472 15.413 10.529
H 17.729 14.959 14.895
H 6.422 16.235 11.752
H 9.458 15.050 20.365
O 16.726 10.981 11.440
O 11.989 9.641 13.742
H 16.602 16.330 16.310
H 11.067 15.494 15.826
H 9.492 11.832 10.117
H 10.322 16.314 14.475
C 8.207 20.432 17.582
H 9.212 20.633 17.944
H 12.464 11.940 15.271
H 12.906 17.029 15.412
H 12.630 8.938 15.504
N 7.849 13.437 19.175
H 18.578 12.292 12.502
H 9.070 8.965 13.658
H 9.421 16.720 8.325
C 7.837 18.046 17.594
H 10.851 18.173 14.955
O 16.186 15.543 13.712
O 14.251 14.377 13.839
H 10.488 14.308 13.009
H 7.043 14.637 12.012
C 12.677 11.696 11.145
H 13.935 19.344 17.144
H 11.984 12.116 11.918
H 11.610 18.831 12.375
C 7.479 19.311 18.418
O 9.921 13.861 10.749
C 10.591 18.876 11.994
O 16.783 13.162 11.928
O 8.123 17.954 15.192
H 10.982 14.862 6.876
C 8.048 18.565 16.213
H 9.763 7.418 13.135
H 13.467 16.771 11.053
H 9.369 12.268 11.905
H 12.305 15.750 19.533
H 12.979 15.103 11.512
H 10.454 16.469 20.760
C 12.186 13.883 17.653
C 11.221 15.874 7.264
H 13.907 10.550 12.498
C 11.696 9.357 15.111
C 10.660 8.286 15.080
O 7.522 14.500 18.695
H 8.259 12.601 17.291
H 13.527 18.516 14.769
H 11.608 19.759 15.341
H 11.058 17.259 8.832
H 15.059 15.581 16.061
H 11.078 7.294 15.163
O 8.995 14.160 8.729
C 7.306 15.614 11.575
C 13.262 16.099 11.871
H 8.195 15.626 15.032
C 11.548 18.709 15.600
C 14.906 15.276 13.415
C 16.174 12.034 11.745
C 10.744 14.200 14.066
H 8.818 15.326 16.640
H 8.640 17.489 18.023
C 10.472 16.426 8.450
H 18.527 14.029 12.123
C 12.141 18.386 17.824
H 13.500 11.406 16.593
C 9.203 12.584 10.876
H 11.146 16.597 6.458
O 10.041 17.595 12.383
H 12.130 10.888 10.653
O 10.497 15.576 9.647
C 18.238 13.040 11.813
H 12.434 16.396 12.476
H 9.314 12.027 18.633
C 8.973 15.084 15.590
O 11.209 9.234 11.724
H 6.368 19.470 18.420
H 11.781 13.870 14.225
C 10.033 8.358 13.666
O 8.284 18.000 11.033
C 10.485 15.415 20.475
H 10.734 18.985 10.910
C 13.410 18.394 17.035
H 11.295 10.265 15.568
H 16.245 14.745 17.036
C 8.299 12.290 18.349
C 16.098 15.358 16.178
H 10.068 20.283 13.620
O 8.863 13.630 15.454
C 11.313 15.351 19.252
H 10.166 21.004 12.078
O 12.011 12.621 17.162
C 14.027 11.163 11.647
H 14.044 17.592 17.419
H 6.991 17.383 17.645
O 11.469 13.967 18.758
C 9.738 14.489 9.649
C 9.850 13.115 14.666
C 8.911 17.253 11.807
H 16.288 13.709 14.738
O 8.395 19.921 16.221
O 12.022 18.260 19.013
O 14.864 12.274 11.897
H 7.860 19.245 19.440
O 12.832 14.740 17.125
H 18.610 12.886 10.795
H 8.128 12.669 10.835
H 10.897 15.961 18.455
H 12.304 15.842 7.493
H 10.956 14.891 21.325
H 13.769 13.061 16.215
H 12.875 12.492 10.407
H 7.659 11.453 18.509
O 14.510 16.224 12.562
H 7.651 21.366 17.499
C 12.944 18.097 15.584
C 16.629 14.765 14.902
*
```



Computed, not measured: a single C4H9OP molecule in a non-equilibrium geometry, with wB97M-V/def2-TZVPD.

## Properties
- DFT total energy (a.u.) = -574.34625
- highest occupied orbital energy (eV) = -8.567
- Kohn-Sham gap (eV) = 8.83
- energy relative to the best compared isomer or geometry (same formula, charge and spin) (kcal/mol) = 20.22
- max |F| (eV/A) = 3.9

The geometry in ORCA input format:
```
! RIJCOSX wB97M-V def2-TZVPD def2/J DEFGRID3
* xyz 0 1
O -2.847 -0.152 -0.375
H 0.303 -2.935 0.015
H 0.193 -1.088 1.262
C -0.227 -0.979 0.213
H 0.654 -0.613 -0.299
H -1.738 2.675 0.197
C -0.987 1.844 0.064
H -0.625 -2.434 -1.509
H 0.623 2.761 1.117
P -1.592 0.303 0.168
C -0.612 -2.414 -0.345
H -1.545 -2.762 0.005
H 0.989 1.261 0.238
C 0.465 2.236 0.262
H 0.822 2.883 -0.541
*
```



Computed, not measured: a single C18H19ClN2O4S molecule, with wB97M-V/def2-TZVPD.

## Properties
- DFT total energy (a.u.) = -1966.18045
- highest occupied orbital energy (eV) = -8.963
- Kohn-Sham gap (eV) = 8.87
- energy relative to the best compared isomer or geometry (same formula, charge and spin) (kcal/mol) = 24.13
- SMILES string = O=C(Nc1cccc(Cl)c1)c1ccc(S(=O)(=O)NC[C@H]2CCCO2)cc1
- max |F| (eV/A) = 0.9

The geometry in ORCA input format:
```
! RIJCOSX wB97M-V def2-TZVPD def2/J DEFGRID3
* xyz 0 1
C 4.055 3.100 0.580
N -1.936 -1.814 -0.665
H 4.448 0.296 -0.096
O 0.762 4.387 2.601
C -4.183 -4.187 -2.320
H 0.398 1.907 2.918
C -2.412 -5.418 -1.305
C -2.455 -3.034 -1.105
H 3.022 4.310 2.059
H -0.508 2.917 -1.102
C -0.195 0.253 1.666
C -0.613 -0.126 0.393
C -0.021 2.514 0.926
C -3.580 -5.404 -2.051
S 0.479 4.211 1.208
H -0.095 -0.505 2.427
C -0.427 2.154 -0.344
C -3.630 -3.010 -1.855
H 2.234 2.042 -1.260
H -4.007 -6.326 -2.410
C 3.298 1.782 -1.157
H 2.547 1.936 1.603
H 1.822 4.677 -0.557
H -2.474 -1.006 -0.946
H 2.695 0.088 0.092
H 5.090 3.311 0.877
N 1.892 4.260 0.353
C 3.188 4.312 0.980
C -1.839 -4.251 -0.828
O 4.058 2.928 -0.830
H -0.933 -4.281 -0.247
H 3.708 5.234 0.703
O -0.158 -2.439 0.633
Cl -1.644 -6.925 -0.959
C -0.860 -1.582 0.142
H 3.671 1.404 -2.109
C 3.497 0.818 0.011
H -4.109 -2.065 -2.071
C -0.732 0.831 -0.613
C 3.545 1.783 1.196
C 0.090 1.580 1.938
H 4.198 1.433 1.992
H -5.093 -4.159 -2.899
H -1.022 0.543 -1.613
O -0.465 5.067 0.551
*
```



no.,LUMO level (Ha)
1,0.0373
2,0.0701
3,-0.0148
4,0.0076
5,0.0096
6,-0.0033